# 1
52
Properties=species:S:1:pos:R:3 method="wB97M-V/def2-TZVPD" lumo_energy_ev=0.1 homo_lumo_gap_ev=9.05 e_above_lowest_kj_mol=526.8 smiles=CCC[C@H](C)NC.O.O.O.O.O.O.O.O.O.O e_homo_ev=-8.96 total_energy_ev=-28752.0225
C 0.18 -1.94 1.87
C 0.87 -0.95 0.83
C 1.76 -0.08 1.74
C 2.74 0.83 0.97
C 3.44 1.67 2.02
N 1.80 1.57 0.07
C 2.42 2.62 -0.65
H 1.01 -2.48 2.45
H -0.49 -2.58 1.50
H -0.25 -1.33 2.68
H 0.12 -0.34 0.16
H 1.39 -1.62 0.16
H 2.27 -0.69 2.50
H 1.10 0.48 2.50
H 3.53 0.27 0.55
H 4.56 1.71 1.96
H 3.21 1.23 2.92
H 3.01 2.79 1.81
H 0.99 1.88 0.53
H 2.11 3.57 -0.38
H 2.07 2.63 -1.64
H 3.48 2.60 -0.54
O -0.65 1.64 -1.74
H 0.16 1.35 -1.33
H -0.58 1.29 -2.67
O -0.84 -4.16 -1.30
H -0.83 -3.37 -1.72
H -0.18 -4.61 -1.91
O -1.09 -1.92 -2.40
H -1.11 -1.34 -3.17
H -1.98 -1.88 -2.10
O -1.99 0.90 2.39
H -2.79 0.93 2.91
H -1.97 0.47 1.60
O 1.38 -1.23 -2.30
H 1.57 -2.26 -2.24
H 0.78 -1.13 -1.64
O -3.06 0.35 -0.62
H -3.96 0.68 -1.08
H -2.35 0.88 -0.87
O -4.33 0.59 1.42
H -3.93 1.13 0.76
H -4.24 -0.34 1.27
O -0.05 0.17 -4.00
H 0.64 -0.39 -3.60
H 0.20 0.57 -4.83
O -3.42 -2.45 -1.07
H -2.89 -3.16 -0.74
H -3.26 -1.75 -0.35
O -0.02 2.69 2.68
H -0.73 2.13 2.90
H 0.17 2.33 1.76



# 2
55
Properties=species:S:1:pos:R:3 method="wB97M-V/def2-TZVPD" lumo_energy_ev=0.1 homo_lumo_gap_ev=9.38 e_above_lowest_kj_mol=200.7 smiles="C=CC[C@H](CN)NC.O.O.O.O.O.O.O.O.O.O.O" e_homo_ev=-9.27 total_energy_ev=-32308.5670
C -1.21 -3.95 2.38
C -2.05 -2.94 2.23
C -1.67 -1.51 2.49
C -1.31 -0.82 1.13
C 0.02 -1.35 0.63
N 0.11 -1.19 -0.88
N -1.28 0.63 1.26
C -2.59 1.25 1.55
H -1.63 -4.95 2.34
H -0.16 -3.95 2.63
H -3.03 -3.11 1.82
H -0.79 -1.48 3.12
H -2.42 -0.84 2.91
H -2.13 -1.11 0.45
H 0.14 -2.42 0.72
H 0.77 -0.72 1.11
H -0.55 -0.48 -1.18
H 1.01 -0.75 -1.08
H -0.91 1.13 0.46
H -3.41 0.82 0.95
H -2.77 1.09 2.60
H -2.44 2.31 1.41
O 2.63 2.73 -2.38
H 2.07 2.84 -3.17
H 3.43 3.13 -2.75
O 0.07 2.73 -3.41
H -0.09 2.60 -2.46
H -0.25 1.88 -3.75
O -1.69 -2.72 -2.13
H -1.44 -3.35 -2.82
H -0.80 -2.46 -1.77
O -3.56 -0.97 -2.91
H -4.21 -0.92 -2.20
H -2.80 -1.32 -2.38
O -1.49 0.43 -3.70
H -1.38 0.61 -4.64
H -2.29 -0.12 -3.54
O 0.05 1.75 4.37
H -0.27 1.61 3.47
H 0.83 2.27 4.14
O 3.65 -0.92 -2.11
H 3.49 -0.12 -2.64
H 4.19 -1.42 -2.72
O 1.73 1.64 2.19
H 2.46 1.02 2.31
H 0.97 1.19 1.81
O 0.35 2.82 -0.27
H 0.43 3.76 -0.07
H 1.26 2.50 -0.19
O 3.79 1.60 -0.06
H 3.31 1.96 -0.81
H 3.67 2.08 0.77
O 3.40 -0.73 1.95
H 3.81 -0.23 1.22
H 2.94 -1.49 1.60



# 3
55
Properties=species:S:1:pos:R:3 method="wB97M-V/def2-TZVPD" lumo_energy_ev="-3.2 / -7.7" s2=0.755 homo_lumo_gap_ev="9.55 / 5.03" total_charge=+1 e_above_lowest_kj_mol=0.0 multiplicity=2 e_homo_ev="-12.72 / -12.71" total_energy_ev=-32299.6827
N 0.35 -1.21 -0.97
C 1.10 -2.22 -1.76
C 0.75 -2.11 -3.25
C -0.47 -1.17 -3.15
C -0.24 -0.29 -1.91
C 0.69 0.93 -2.27
N -0.09 1.68 -3.29
C -1.13 2.53 -2.67
H -0.32 -1.62 -0.29
H 0.84 -3.21 -1.39
H 2.17 -2.00 -1.60
H 0.49 -3.05 -3.72
H 1.49 -1.58 -3.86
H -1.44 -1.66 -3.20
H -0.64 -0.46 -3.99
H -1.09 0.20 -1.47
H 1.65 0.78 -2.72
H 0.83 1.55 -1.37
H 0.55 2.31 -3.75
H -1.76 2.86 -3.51
H -0.77 3.49 -2.28
H -1.65 1.95 -1.91
H -2.54 1.07 3.28
H -2.73 -0.25 2.43
O -2.56 0.69 2.39
H 1.08 -4.52 1.69
H 1.31 -3.28 0.88
O 0.69 -4.02 0.95
H 0.59 2.77 3.09
H -0.54 3.44 2.25
O 0.09 3.58 2.96
H 1.24 0.64 2.01
H -0.27 0.85 2.07
O 0.53 0.87 2.62
H -1.64 -2.20 1.57
H -1.96 -3.55 1.25
O -2.22 -2.66 0.94
H 3.91 1.73 -0.05
H 2.58 1.14 -0.64
O 3.32 1.72 -0.81
H -1.13 3.40 -0.52
H -0.91 4.59 0.46
O -0.81 3.63 0.36
H 1.09 -0.58 3.91
H 2.19 -1.55 4.02
O 1.25 -1.54 3.80
H -0.95 -1.90 4.36
H -0.80 -1.02 3.14
O -1.44 -1.29 3.79
H -4.39 1.91 -1.35
H -4.10 0.63 -0.65
O -3.68 1.26 -1.25
H 4.19 -0.45 1.38
H 3.20 -1.52 2.11
O 4.09 -1.26 1.89



# 4
55
Properties=species:S:1:pos:R:3 method="wB97M-V/def2-TZVPD" lumo_energy_ev=-2.5 homo_lumo_gap_ev=9.23 total_charge=+1 e_above_lowest_kj_mol=307.9 e_homo_ev=-11.70 total_energy_ev=-30270.9722
C 2.99 -0.59 -2.21
C 1.76 -0.47 -1.28
C 0.90 -1.76 -1.35
C -0.28 -1.80 -0.36
C -1.68 -1.98 -0.88
C -2.75 -1.55 0.27
N -2.65 -0.02 0.38
N 0.84 0.66 -1.92
H 3.32 -1.66 -2.17
H 2.79 -0.18 -3.19
H 3.94 -0.20 -1.77
H 2.01 -0.16 -0.28
H 0.56 -1.98 -2.46
H 1.46 -2.70 -1.26
H -0.40 -0.85 0.23
H 0.04 -2.64 0.32
H -1.74 -3.04 -1.12
H -2.05 -1.40 -1.76
H -3.73 -1.95 -0.05
H -2.58 -1.99 1.33
H -2.31 0.40 -0.52
H -2.13 0.25 1.19
H 1.38 1.52 -1.87
H 0.03 0.84 -1.32
H 0.26 0.47 -2.76
H 3.00 1.09 3.15
H 2.20 1.88 2.23
O 2.43 0.93 2.43
H -1.36 -3.46 -4.12
H -2.28 -2.33 -3.63
O -1.40 -2.46 -4.10
H -1.53 -1.29 3.13
H -2.91 -1.23 3.89
O -2.18 -0.70 3.56
H 2.67 3.70 -2.67
H 2.15 3.44 -1.24
O 2.19 3.08 -2.17
H 0.91 2.69 1.41
H 1.21 4.14 1.14
O 1.54 3.20 0.89
H -0.82 3.32 -2.25
H -1.25 3.23 -0.90
O -0.86 2.65 -1.57
H -0.39 -3.32 2.54
H 0.27 -2.00 3.01
O -0.38 -2.65 3.19
H -1.57 2.66 1.30
H -2.54 3.73 0.82
O -1.65 3.41 0.76
H -1.83 1.22 3.17
H -0.38 1.41 3.57
O -0.99 1.60 2.84
H 1.91 -0.91 1.74
H 2.02 -2.36 0.96
O 1.82 -1.90 1.76